Entry from OMol25: a 11-piece molecular cluster, C5H31NO11 overall in a non-equilibrium geometry (ωB97M-V/def2-TZVPD).

Computed properties:
HOMO level in eV: -8.87
HOMO-LUMO gap in eV: 8.93
Lowest unoccupied orbital energy in eV: 0.1
Electronic energy in eV: -29698.9750

```
! wB97M-V def2-TZVPD RIJCOSX def2/J DEFGRID3
* xyz 0 1
O 0.275 -3.884 -3.000
H -3.417 0.277 2.088
H -1.392 0.028 4.532
H 2.098 -3.889 -0.436
O 2.459 -3.154 0.069
O 2.364 -2.234 -3.239
O 1.416 1.301 1.697
H 2.160 4.024 1.020
H -0.439 1.234 0.586
C -0.591 0.403 -1.434
H 2.687 -2.751 -2.503
C -0.574 0.257 0.135
O 1.539 3.484 0.518
H -3.784 -1.937 2.171
H -0.049 2.062 2.658
H -1.412 1.091 -1.708
H 2.404 -0.529 1.529
H 0.337 1.572 4.093
O -0.288 2.116 3.608
H -0.298 -1.778 -1.750
O -3.960 1.075 2.096
H -2.375 -1.350 2.546
H 2.268 1.680 1.479
H 1.119 -0.830 -0.422
H 0.858 -0.475 2.456
O 3.087 0.426 -3.156
H 1.928 -3.015 0.852
C -1.524 -0.927 -3.253
C 1.404 -0.113 1.580
H 2.957 -1.531 -3.537
H -1.040 4.276 -1.262
H -1.404 -0.433 0.377
N 0.623 -0.576 0.423
H 0.937 -3.298 -3.429
H -1.642 -1.813 -3.873
O -2.843 -1.937 1.928
C -0.800 -0.900 -2.142
H 3.743 0.165 -2.497
O -1.632 -0.190 3.623
H -2.126 4.407 -0.157
O -1.293 3.982 -0.387
H 0.792 4.050 0.289
H 2.304 0.179 -2.646
H -2.120 -0.105 -3.600
H -3.817 1.556 2.923
H 0.008 -3.418 -2.211
H -1.304 0.632 3.170
H 0.357 0.791 -1.804
*
```